Entry 1:
{"formula": "C8H18ClINdO2P", "method": "wB97M-V/def2-TZVPD", "spin_multiplicity": 4, "s2": 3.7539, "relative_energy_ev": 1.4054, "homo_lumo_gap_ev": [6.53, 6.94], "total_energy_ha": -2126.1824, "total_charge": 2, "symbols": ["C", "I", "H", "H", "H", "Nd", "P", "C", "C", "H", "H", "H", "C", "H", "H", "H", "H", "H", "H", "C", "O", "Cl", "C", "C", "C", "O", "H", "H", "H", "H", "H", "H"], "coordinates": [[-0.036, 3.871, -0.315], [0.304, 2.499, 1.723], [0.194, 4.776, 0.265], [-1.043, 3.493, -0.087], [-0.099, 4.194, -1.366], [0.420, -0.809, -2.025], [-1.835, -1.609, -0.498], [-2.112, -0.818, 1.128], [-3.358, -1.142, -1.403], [-1.309, -3.968, -0.368], [-3.046, -3.712, -0.684], [-2.384, -3.476, 0.968], [-2.183, -3.359, -0.105], [-3.116, -0.395, -2.169], [-3.783, -2.032, -1.882], [-1.904, -1.543, 1.928], [-3.156, -0.477, 1.205], [-4.088, -0.714, -0.704], [-1.448, 0.050, 1.253], [1.013, 2.869, -0.213], [1.875, 2.427, -0.921], [-0.764, 1.304, -2.668], [4.034, 0.430, -0.088], [2.813, -0.239, 0.323], [2.557, -0.672, 1.689], [1.897, -0.436, -0.570], [4.721, 0.505, 0.767], [3.805, 1.440, -0.456], [4.542, -0.121, -0.894], [1.872, 0.024, 2.203], [2.116, -1.679, 1.715], [3.502, -0.683, 2.252]], "lowdin_charge": [-0.34, 1.12, 0.10, 0.04, 0.10, 1.51, 0.68, -0.25, -0.26, 0.04, 0.06, 0.06, -0.25, 0.01, 0.06, 0.06, 0.07, 0.06, -0.03, -0.84, 0.01, -0.03, 0.04, -0.36, 0.02, -0.31, 0.12, 0.11, 0.14, 0.05, 0.12, 0.12]}



Entry 2:
{"formula": "C8H18ClIO3PPdS", "method": "wB97M-V/def2-TZVPD", "spin_multiplicity": 5, "s2": 6.0796, "relative_energy_ev": 2.7185, "homo_lumo_gap_ev": [5.83, 5.61], "total_energy_ha": -2165.3001, "total_charge": 3, "symbols": ["C", "C", "H", "H", "H", "O", "I", "Pd", "P", "C", "C", "H", "H", "H", "C", "H", "H", "H", "H", "H", "H", "C", "O", "Cl", "C", "S", "C", "O", "H", "H", "H", "H", "H", "H"], "coordinates": [[-0.701, -2.742, -0.002], [0.450, -1.797, 0.217], [-0.406, -3.692, -0.477], [-1.478, -2.232, -0.584], [-1.165, -2.951, 0.965], [1.642, -1.964, 0.182], [1.594, 1.988, 1.949], [-0.317, 0.273, -0.629], [-0.065, 1.036, -2.748], [1.635, 1.307, -3.289], [-0.719, -0.242, -3.857], [-2.068, 2.372, -2.861], [-0.838, 2.856, -4.105], [-0.612, 3.359, -2.404], [-1.001, 2.565, -3.057], [-1.737, -0.498, -3.541], [-0.716, 0.132, -4.885], [1.637, 1.453, -4.376], [2.231, 0.420, -3.037], [-0.063, -1.118, -3.794], [2.040, 2.202, -2.796], [1.585, 0.899, -0.138], [2.686, 0.784, -0.565], [-2.631, 0.000, -1.013], [-0.741, 0.318, 3.689], [0.615, -0.773, 3.229], [0.550, -1.970, 4.556], [-0.040, -1.525, 2.078], [-0.795, 0.435, 4.777], [-1.652, -0.138, 3.279], [-0.604, 1.304, 3.223], [-0.428, -2.467, 4.511], [1.377, -2.666, 4.383], [0.704, -1.433, 5.495]], "lowdin_charge": [0.00, -0.34, 0.14, 0.02, 0.11, 0.18, 1.12, 0.46, 0.75, -0.21, -0.21, 0.06, 0.09, 0.07, -0.20, 0.03, 0.09, 0.09, 0.07, 0.07, 0.07, -0.60, 0.08, 0.41, -0.22, 0.98, -0.13, -0.44, 0.10, 0.10, -0.03, 0.11, 0.10, 0.10]}